Entry from OMol25: C14H14N4O in the gas phase in a non-equilibrium geometry (ωB97M-V/def2-TZVPD).

For the HOMO-LUMO gap, the calculation gives 7.3 eV. The calculation puts the max |F| at 0.256 Eh/bohr. The calculation puts the HOMO energy at -7.564 eV. As for the structure (SMILES): CC(=O)Nc1nn(C)c2nc3ccc(C)cc3cc12. The value obtained for the total energy is -22744.2087 eV. As for the energy relative to the best compared isomer or geometry (same formula, charge and spin): 649.9 kJ/mol. The lowest unoccupied orbital energy is -0.22 eV.

```
! RIJCOSX wB97M-V def2-TZVPD def2/J DEFGRID3
* xyz 0 1
C -2.81027 -2.18347 -0.97851
C -3.67711 -1.72161 -0.01281
O -4.64648 -2.25828 0.29494
N -3.52795 -0.53329 0.55202
C -2.56019 0.25256 0.18624
N -2.94891 1.61758 0.30279
N -1.85015 2.28038 0.24375
C -0.70315 1.61363 -0.06331
N 0.51929 1.98289 -0.16696
C 1.51212 0.92136 -0.01130
C 2.78379 1.49411 -0.12086
C 3.69543 0.42708 -0.15741
C 3.48759 -1.20737 0.06017
C 2.17116 -1.28043 0.34475
C 1.10870 -0.41986 0.09408
C -0.30334 -0.78685 0.47514
C -1.13156 0.09069 0.29677
H -0.54600 -1.83511 0.62044
H 1.97327 -2.29120 0.41695
C 4.53265 -1.99370 0.37607
H 5.08670 -2.06291 -0.75982
H 5.13049 -1.69207 1.22117
H 4.15636 -2.92054 0.49661
H 4.77989 0.64267 0.01217
H 3.09114 2.50047 -0.55226
C -1.69858 3.85722 -0.06247
H -1.46234 3.94549 -1.05885
H -1.06226 4.44397 0.63849
H -2.87904 4.13426 0.24467
H -4.33101 -0.17873 1.18483
H -2.14853 -2.77814 -0.67391
H -3.45731 -2.74082 -1.95170
H -2.28444 -1.31997 -1.49189
*
```